ORCA calculation (wB97M-V/def2-TZVPD) on the molecule C18H19BrN4O2S3.

Structure (ORCA input):
```
! RIJCOSX wB97M-V def2-TZVPD def2/J DEFGRID3
* xyz 0 1
O -4.01 -1.63 0.61
O -3.98 0.27 -0.93
Br 1.57 -0.51 2.83
N 0.06 -5.66 -2.61
N -0.80 3.69 1.61
S 0.28 -2.61 -2.25
S 0.03 0.32 -1.84
C -0.85 -5.11 -1.90
C 0.36 3.83 2.18
C -0.73 -1.24 -1.63
C -2.02 -3.11 -0.99
C -0.91 -3.71 -1.57
C 4.61 2.90 3.05
C 3.43 2.42 2.53
C -1.93 -1.63 -1.09
C -0.91 -0.52 1.51
C -2.04 1.58 0.79
C 0.06 0.30 2.13
C -1.09 2.32 1.46
C -0.01 1.65 2.04
C -1.98 0.20 0.86
N -1.69 -6.13 -1.52
N 0.96 2.63 2.38
C -1.13 1.23 -3.03
C 4.68 3.63 4.36
C 5.96 2.75 2.31
C 2.10 2.54 3.25
S -3.13 -0.75 -0.19
H 0.80 -5.17 -3.07
H 0.78 4.86 2.47
H -2.88 -3.64 -0.73
H 3.28 1.91 1.54
H -0.79 -1.67 1.54
H -2.92 2.06 0.31
H -2.25 -6.05 -0.67
H -1.36 -7.05 -1.84
H -0.93 0.97 -4.07
H -2.10 1.01 -2.74
H -0.88 2.29 -2.86
H 3.80 3.43 5.01
H 5.56 3.26 5.00
H 4.83 4.69 4.16
H 6.71 2.38 3.05
H 6.27 3.61 1.67
H 5.81 1.94 1.61
H 1.93 1.74 4.01
H 2.11 3.44 3.79
*
```

SMILES = [H]/N=C(/N)c1cc(S(=O)(=O)c2cc(Br)c3c(c2)ncn3CC=C(C)C)c(SC)s1
relative energy (zero: lowest compared OMol25 entry of this formula, charge and spin) = 152.63 kJ/mol
E = -4835.27505 hartree
orbital gap = 8.18 eV
E_HOMO = -8.9 eV